{
  "formula": "C23H23N7S2Tl",
  "method": "ωB97M-V/def2-TZVPD",
  "species": ["Tl", "C", "C", "C", "C", "C", "C", "N", "N", "C", "C", "C", "C", "C", "C", "H", "H", "H", "H", "H", "H", "H", "H", "H", "N", "C", "C", "C", "N", "H", "H", "H", "H", "C", "C", "C", "C", "N", "C", "S", "N", "C", "H", "H", "H", "H", "H", "H", "H", "H", "S", "C", "N", "C", "H", "H"],
  "coordinates": [[0.7649, -1.2821, 0.6532], [-4.0492, -3.4773, 3.3282], [-4.2640, -4.1701, 2.2058], [-3.3500, -4.1308, 1.0558], [-2.2236, -3.4229, 1.1330], [-1.8756, -2.6432, 2.3485], [-2.8079, -2.6723, 3.5640], [-1.3403, -2.9870, 0.1130], [-1.7843, -2.9026, -1.0373], [-0.9254, -2.1554, -1.9142], [-1.2503, -2.2662, -3.2631], [-0.5478, -1.5309, -4.2023], [0.4526, -0.6696, -3.7735], [0.7488, -0.5545, -2.4187], [0.0700, -1.2873, -1.4492], [-4.7772, -3.5199, 4.1309], [-5.1656, -4.7617, 2.1053], [-3.6272, -4.6220, 0.1319], [-0.8043, -2.6761, 2.5777], [-2.3185, -2.9798, 4.4884], [-2.0570, -2.9290, -3.5518], [-0.7872, -1.6186, -5.2545], [1.0036, -0.0793, -4.4973], [1.5251, 0.1368, -2.1084], [-2.2356, -1.1981, 2.0621], [-2.8952, -1.1140, 3.4515], [-1.8652, -0.2689, 4.1275], [-0.9874, 0.1682, 3.1968], [-1.1555, -0.2684, 1.9086], [-2.8741, -1.1103, 1.2737], [-3.9108, -0.7031, 3.4310], [-1.9709, 0.1508, 5.1133], [-0.2018, 0.8856, 3.3845], [1.6758, 4.4319, -4.1949], [2.4677, 3.8125, -3.0900], [3.8251, 3.7425, -3.0469], [4.4087, 3.1103, -1.9125], [3.7187, 2.6072, -0.9263], [2.3504, 2.6647, -0.9482], [1.3424, 2.0968, 0.2175], [1.7767, 3.2760, -2.0658], [5.9011, 2.9812, -1.8189], [2.3363, 4.9016, -4.9193], [0.9918, 5.1841, -3.7995], [1.0796, 3.6721, -4.7034], [4.4295, 4.1562, -3.8393], [0.7663, 3.3166, -2.0384], [6.4111, 3.6198, -2.5388], [6.1827, 1.9441, -2.0087], [6.2243, 3.2258, -0.8090], [-1.7539, 3.5852, 2.7646], [-1.4234, 3.2117, 4.3554], [-1.1804, 2.9244, 5.4598], [1.6528, -2.1086, 2.3222], [1.6028, -1.3621, 3.1205], [2.7009, -2.3339, 2.1057]],
  "atomic_forces_ev_per_a": [[0.066, 0.101, -0.071], [-0.007, 0.025, 0.026], [-0.017, -0.014, 0.011], [0.061, -0.014, -0.014], [-0.067, 0.055, 0.006], [-0.011, 0.099, 0.043], [0.035, -0.030, 0.008], [0.032, -0.235, -0.048], [-0.036, 0.179, 0.026], [-0.058, -0.041, -0.070], [0.015, 0.013, -0.007], [-0.025, -0.020, 0.006], [0.017, 0.014, 0.007], [0.015, -0.001, -0.034], [0.036, -0.038, 0.059], [-0.011, -0.006, -0.009], [-0.004, 0.003, 0.001], [0.006, -0.005, -0.002], [-0.003, -0.003, 0.000], [-0.006, -0.011, -0.005], [0.001, -0.004, -0.002], [0.004, 0.002, 0.000], [-0.001, 0.004, 0.000], [0.007, -0.005, 0.000], [0.003, -0.051, -0.027], [0.002, 0.033, -0.006], [-0.011, -0.092, 0.032], [-0.001, 0.021, 0.039], [0.072, 0.054, -0.095], [0.002, 0.010, 0.007], [0.002, 0.003, 0.009], [-0.007, 0.031, -0.007], [0.013, 0.006, -0.015], [0.000, -0.007, 0.003], [-0.004, -0.007, -0.016], [-0.001, -0.012, 0.028], [0.011, 0.006, -0.041], [-0.015, -0.022, 0.012], [-0.023, 0.014, -0.107], [-0.030, -0.028, 0.127], [0.000, 0.001, 0.027], [-0.004, 0.007, 0.001], [-0.003, -0.001, -0.004], [0.005, 0.005, 0.001], [-0.004, 0.000, 0.004], [0.003, 0.000, 0.001], [0.000, -0.009, -0.009], [0.001, 0.004, 0.005], [-0.001, 0.001, -0.004], [0.002, -0.007, 0.004], [-0.021, 0.017, 0.103], [-0.015, 0.030, -0.088], [-0.022, -0.017, 0.017], [-0.003, -0.070, 0.055], [-0.011, 0.007, 0.008], [0.009, 0.005, 0.008]],
  "mulliken_charge": [1.3419, -0.9657, -0.4029, -0.2795, -0.8603, 0.6178, 0.0238, 0.2624, -0.7095, 0.6743, -0.4295, -0.4457, -0.7043, -0.4637, -0.1748, 0.3895, 0.3720, 0.4607, 0.3104, 0.5143, 0.4116, 0.3487, 0.4056, 0.2960, 0.2129, 0.2350, -1.3298, -0.6159, -0.8254, 0.5665, 0.4679, 0.4585, 0.7817, -1.3908, 0.8062, -0.7368, 1.0258, -0.5131, -0.2893, -0.1267, -0.0055, -1.2232, 0.3466, 0.3586, 0.3159, 0.3096, 0.2750, 0.3371, 0.2652, 0.3419, -0.4956, 0.2505, -0.6681, -1.6262, 0.2431, 0.2553],
  "e_tot_ha": -2242.16877,
  "e_above_lowest_kj_mol": 6.5,
  "total_charge": -1,
  "lumo_energy_ev": 1.15
}

---

{
  "formula": "C23H24AsBrN3O2S2Zr",
  "method": "ωB97M-V/def2-TZVPD",
  "species": ["Zr", "O", "S", "O", "N", "C", "C", "C", "C", "C", "C", "C", "C", "N", "C", "C", "C", "C", "C", "C", "C", "H", "H", "H", "H", "H", "H", "H", "H", "H", "H", "H", "C", "As", "C", "C", "S", "H", "H", "H", "H", "H", "H", "H", "H", "H", "Br", "C", "C", "C", "C", "C", "N", "H", "H", "H", "H"],
  "coordinates": [[-0.3634, -0.2324, -0.4723], [-0.8152, -0.5877, 2.9460], [0.3204, -0.8706, 2.1367], [-0.0356, -1.7379, 0.8963], [0.8106, 0.3507, 1.1957], [0.9187, 1.6958, 1.6300], [1.4536, 2.1708, 2.7942], [1.5076, 3.5678, 3.0148], [1.0572, 4.4533, 2.0774], [0.5012, 3.9795, 0.8617], [0.0181, 4.8070, -0.1703], [-0.5063, 4.2445, -1.3132], [-0.5699, 2.8582, -1.4209], [-0.1332, 2.0366, -0.4635], [0.4256, 2.5906, 0.6638], [1.5982, -1.5888, 3.0269], [1.3214, -2.0041, 4.3310], [2.3428, -2.5894, 5.0581], [3.5995, -2.7466, 4.4870], [3.8592, -2.3228, 3.1842], [2.8567, -1.7383, 2.4386], [1.8475, 1.4951, 3.5434], [1.9298, 3.9319, 3.9410], [1.1221, 5.5194, 2.2508], [0.0665, 5.8834, -0.0574], [-0.8727, 4.8523, -2.1277], [-0.9887, 2.4014, -2.3108], [0.3366, -1.8662, 4.7552], [2.1589, -2.9202, 6.0706], [4.3933, -3.2023, 5.0641], [4.8462, -2.4485, 2.7620], [3.0439, -1.3934, 1.4295], [0.8636, -3.6080, -3.6166], [0.4986, -1.8354, -4.2403], [1.7736, -1.3514, -5.5787], [-1.2779, -1.7123, -4.9454], [0.8322, -0.3676, -2.6508], [0.7813, -4.2853, -4.4674], [0.1507, -3.9004, -2.8486], [1.8755, -3.6360, -3.2166], [1.6718, -2.0364, -6.4209], [2.7660, -1.4454, -5.1405], [1.5985, -0.3304, -5.9104], [-1.3495, -2.3985, -5.7898], [-1.4570, -0.6919, -5.2779], [-1.9990, -1.9928, -4.1822], [-2.3537, -2.3185, -1.2177], [-3.3273, -0.8835, -0.4167], [-4.6690, -0.9748, -0.1564], [-5.2592, 0.1261, 0.4604], [-4.4895, 1.2369, 0.7814], [-3.1451, 1.2310, 0.4779], [-2.5600, 0.1739, -0.1263], [-5.2329, -1.8602, -0.4133], [-6.3168, 0.1073, 0.6910], [-4.9253, 2.0985, 1.2667], [-2.5005, 2.0658, 0.7162]],
  "atomic_forces_ev_per_a": [[0.278, 0.398, -0.350], [0.025, 0.044, 0.068], [0.233, -0.266, -0.171], [-0.141, 0.059, 0.322], [-0.366, -0.003, 0.171], [0.032, 0.106, -0.083], [0.031, -0.015, -0.004], [0.006, -0.026, 0.006], [0.003, 0.015, -0.003], [0.061, -0.015, 0.021], [0.003, -0.004, 0.014], [-0.010, -0.032, -0.020], [-0.019, 0.040, -0.006], [-0.048, -0.357, -0.055], [-0.055, 0.002, -0.013], [0.046, -0.036, 0.080], [-0.035, 0.016, -0.025], [0.020, -0.003, -0.007], [-0.002, 0.003, -0.011], [0.005, -0.017, 0.042], [-0.020, 0.044, -0.072], [-0.003, -0.005, -0.001], [0.002, -0.005, 0.003], [-0.004, 0.004, -0.008], [-0.005, 0.004, -0.015], [0.007, 0.026, 0.015], [0.005, -0.024, 0.010], [0.002, -0.004, 0.008], [-0.002, 0.000, 0.000], [-0.001, 0.000, 0.001], [-0.002, 0.005, -0.013], [0.008, -0.002, 0.003], [0.010, 0.004, 0.029], [-0.042, -0.084, -0.073], [0.070, -0.041, 0.037], [0.011, 0.033, 0.053], [0.012, 0.119, 0.066], [0.008, 0.003, -0.003], [-0.010, 0.019, -0.004], [0.000, -0.007, -0.012], [-0.022, -0.029, 0.024], [0.021, 0.038, -0.059], [-0.020, 0.015, 0.047], [0.011, 0.009, -0.013], [0.010, -0.007, -0.027], [-0.010, -0.007, -0.019], [-0.073, 0.103, 0.013], [0.003, -0.009, 0.015], [0.001, -0.022, -0.005], [-0.011, 0.006, 0.004], [0.036, 0.000, -0.005], [-0.015, -0.010, 0.029], [-0.029, -0.085, -0.005], [-0.004, 0.003, 0.001], [0.000, -0.004, -0.002], [-0.005, -0.002, 0.000], [-0.006, 0.006, 0.001]],
  "mulliken_charge": [0.6191, -0.6772, 2.1381, -0.6061, -0.2994, 0.5843, -0.4584, -0.9425, -0.8976, 0.6323, -0.5510, -0.9762, -0.1462, 0.2053, -0.0587, 0.3563, -0.2112, -0.7483, -0.4169, -0.7731, -0.4759, 0.5574, 0.4350, 0.4611, 0.5044, 0.4497, 0.4784, 0.4824, 0.4469, 0.4364, 0.4405, 0.3810, -0.9146, 0.6584, -1.0121, -0.8608, -0.3531, 0.4263, 0.2970, 0.3619, 0.4093, 0.3913, 0.3886, 0.4197, 0.3501, 0.2759, -0.1625, 0.8951, -0.7326, -0.1819, -0.9180, -0.0667, 0.0689, 0.4913, 0.4519, 0.4669, 0.4800],
  "e_tot_ha": -6858.01743,
  "e_above_lowest_kj_mol": 15.8,
  "total_charge": 3,
  "lumo_energy_ev": -9.76
}